Density functional theory data (ωB97M-V/def2-TZVPD) for 3 unconnected molecules or ions with the total composition C5H12O2.

Structure (XYZ):
```
19
Properties=species:S:1:pos:R:3:forces:R:3:nbo_charge:R:1
C -1.15310 3.06767 0.48528 -0.4 0.2 0.6 -0.34
C -0.15954 2.23645 0.21556 -0.3 -0.1 -0.6 -0.23
C -0.05401 0.82094 0.61362 0.6 -0.1 0.5 -0.02
C -0.95316 0.16057 1.33501 -0.6 -0.2 -0.4 -0.41
C 1.26965 0.18281 0.26593 -0.2 0.4 -0.8 -0.64
H -2.00866 2.76312 1.08473 0.2 0.0 0.0 0.19
H -1.14773 4.11218 0.19987 0.1 -0.1 -0.3 0.20
H 0.60517 2.56275 -0.47739 0.3 0.2 0.2 0.20
H -0.82319 -0.89846 1.51867 0.1 0.0 0.4 0.19
H -1.90106 0.58362 1.65624 0.2 0.0 -0.1 0.20
H 1.35219 -0.84796 0.58143 0.0 -0.2 0.2 0.22
H 2.08592 0.77591 0.67517 0.1 -0.1 0.3 0.23
H 1.42811 0.22403 -0.81866 0.0 -0.1 0.0 0.22
O -0.95003 -2.47346 -1.14377 -0.2 0.8 -0.2 -0.95
H -1.51801 -1.96181 -1.74532 0.2 -0.5 0.1 0.48
H -0.77218 -1.81017 -0.46126 0.0 -0.1 0.1 0.48
O 1.92342 -3.07625 -1.49287 -0.1 0.1 0.1 -0.96
H 1.07058 -2.63016 -1.60515 0.0 -0.2 -0.1 0.48
H 1.70561 -3.79180 -0.88708 0.1 0.0 -0.1 0.46
```
Forces are in eV/Å.

Its structure (SMILES) is C=CC(=C)C.O.O. The max |F| comes out at 0.9 eV/A. Its molecular weight is 104.1 g mol⁻¹. The HOMO energy comes out at -9.19 eV. Its HOMO-LUMO gap is 9.76 eV. The calculation puts the energy above the lowest of the compared OMol25 structures with the same formula, charge and spin at 40.24 kcal/mol. The spin multiplicity is 1.


Density functional theory data (ωB97M-V/def2-TZVPD) for a single C5H12O2 molecule.

Structure (XYZ):
```
19
Properties=species:S:1:pos:R:3:forces:R:3:nbo_charge:R:1
C 2.28359 0.06575 0.79274 0.1 0.0 0.0 -0.60
C 0.88275 0.65761 0.60117 -0.1 0.0 0.0 -0.43
C -0.10421 -0.46725 0.28469 0.1 0.1 -0.3 0.08
O -0.45287 -1.23867 1.43538 0.1 -0.1 0.2 -0.74
C -1.41962 -0.17959 -0.44900 0.1 0.2 0.0 0.08
C -1.33701 0.89022 -1.52342 0.0 0.0 0.0 -0.63
O -1.77990 -1.39194 -1.10991 -0.3 -0.2 0.2 -0.72
H 2.28391 -0.71859 1.55901 0.0 0.1 -0.1 0.20
H 2.61875 -0.40058 -0.14118 0.0 0.1 0.2 0.21
H 3.02444 0.81823 1.07841 -0.1 -0.1 0.0 0.21
H 0.57100 1.22239 1.49185 -0.1 -0.1 -0.1 0.20
H 0.90787 1.37543 -0.22669 -0.1 -0.1 0.1 0.22
H 0.39918 -1.14277 -0.42399 0.2 0.1 0.1 0.17
H 0.04059 -0.93018 2.20146 0.0 0.0 -0.1 0.47
H -2.19378 0.07832 0.28817 0.1 0.0 -0.1 0.17
H -0.39703 0.82685 -2.08293 -0.1 0.0 0.0 0.21
H -2.15906 0.73727 -2.22759 0.1 0.1 0.1 0.23
H -1.42486 1.89592 -1.09845 0.1 -0.2 0.0 0.21
H -1.74376 -2.09843 -0.44972 -0.1 0.1 -0.1 0.48
```
Forces are in eV/Å.

Its structure (SMILES) is CC[C@@H](O)[C@@H](C)O. The max |F| comes out at 0.4 eV/A. Its molecular weight is 104.1 g mol⁻¹. The HOMO energy comes out at -10.01 eV. Its HOMO-LUMO gap is 10.92 eV. The calculation puts the energy above the lowest of the compared OMol25 structures with the same formula, charge and spin at 18.37 kcal/mol. The spin multiplicity is 1.


Density functional theory data (ωB97M-V/def2-TZVPD) for 2 unconnected molecules or ions with the total composition C5H12O2.

Structure (XYZ):
```
19
Properties=species:S:1:pos:R:3:forces:R:3:nbo_charge:R:1
C -2.31572 0.65462 -0.64192 0.0 0.0 0.0 -0.60
C -0.92786 0.10201 -0.97249 0.1 0.0 -0.1 -0.43
C 0.16377 0.67025 -0.09955 0.3 0.0 -0.1 -0.28
C 1.37067 0.13150 0.09786 -0.3 0.1 -0.4 0.29
C 1.88259 -1.11177 -0.57657 0.0 0.0 0.0 -0.68
O 2.26794 0.82646 0.87789 0.1 -0.1 0.1 -0.69
H -2.61358 0.35920 0.36982 0.1 0.1 -0.2 0.22
H -2.33426 1.74997 -0.70303 0.0 -0.2 0.0 0.20
H -3.05814 0.27162 -1.35077 0.1 0.1 0.1 0.21
H -0.95821 -0.99288 -0.87771 0.0 0.2 0.0 0.21
H -0.69186 0.31618 -2.02405 -0.1 -0.1 0.1 0.21
H -0.02957 1.62112 0.39863 0.0 -0.1 -0.1 0.21
H 2.44601 -0.82488 -1.47258 0.0 -0.1 0.1 0.23
H 2.55532 -1.69015 0.06996 -0.1 0.1 -0.1 0.21
H 1.06230 -1.76493 -0.88918 0.2 0.1 0.1 0.23
H 2.86788 0.21133 1.31716 0.0 0.1 -0.2 0.48
O -0.81924 -0.47258 2.27126 0.0 0.0 0.4 -0.95
H -0.76474 0.43769 2.58686 -0.1 -0.1 0.1 0.46
H -0.10330 -0.49476 1.61841 -0.2 0.0 0.0 0.47
```
Forces are in eV/Å.

Its structure (SMILES) is CC/C=C(\C)O.O. The max |F| comes out at 0.5 eV/A. Its molecular weight is 104.1 g mol⁻¹. The HOMO energy comes out at -8.76 eV. Its HOMO-LUMO gap is 9.49 eV. The calculation puts the energy above the lowest of the compared OMol25 structures with the same formula, charge and spin at 26.52 kcal/mol. The spin multiplicity is 1.


Density functional theory data (ωB97M-V/def2-TZVPD) for a single C5H12O2 molecule.

Structure (XYZ):
```
19
Properties=species:S:1:pos:R:3:forces:R:3:nbo_charge:R:1
C -0.93438 -0.47017 1.99081 0.1 -0.1 -0.2 -0.62
C -0.31826 -0.96019 0.68371 -0.1 0.3 -0.1 -0.42
C -0.09373 0.14997 -0.36933 0.5 -0.5 -0.1 0.22
C 1.06615 1.06686 0.04291 -0.3 -0.2 -0.2 -0.66
O -1.27144 0.90539 -0.57010 -0.3 0.2 0.0 -0.71
C 0.20939 -0.53917 -1.72046 -0.2 -0.1 0.6 -0.06
O 0.66609 0.31106 -2.73433 0.2 0.4 -0.3 -0.70
H -1.05332 -1.30809 2.67345 0.0 0.0 0.1 0.22
H -0.30539 0.27152 2.47874 0.0 0.1 0.1 0.20
H -1.91823 -0.04017 1.81517 -0.1 0.0 0.1 0.21
H -0.98307 -1.70789 0.24703 0.0 -0.1 -0.1 0.21
H 0.64027 -1.43953 0.88904 0.0 -0.1 0.0 0.20
H 1.12771 1.91384 -0.63835 0.0 0.1 0.0 0.22
H 0.90648 1.45710 1.04575 0.0 0.1 0.1 0.21
H 2.00771 0.52201 0.03257 0.1 0.0 0.1 0.21
H -1.42913 1.44308 0.21361 0.0 0.0 -0.1 0.46
H 0.92967 -1.35261 -1.54348 -0.1 0.0 0.0 0.15
H -0.72212 -0.96557 -2.09697 0.0 -0.1 0.1 0.19
H 1.47559 0.74256 -2.43976 -0.1 -0.1 -0.1 0.46
```
Forces are in eV/Å.

Its structure (SMILES) is CC[C@](C)(O)CO. The max |F| comes out at 0.7 eV/A. Its molecular weight is 104.1 g mol⁻¹. The HOMO energy comes out at -10.13 eV. Its HOMO-LUMO gap is 10.91 eV. The calculation puts the energy above the lowest of the compared OMol25 structures with the same formula, charge and spin at 16.30 kcal/mol. The spin multiplicity is 1.


Density functional theory data (ωB97M-V/def2-TZVPD) for a single C5H12O2 molecule.

Structure (XYZ):
```
19
Properties=species:S:1:pos:R:3:forces:R:3:nbo_charge:R:1
C -0.18527 2.66045 0.49635 0.0 0.0 0.0 -0.61
C -0.55394 1.20296 0.74090 0.0 -0.1 0.1 -0.42
C 0.10923 0.24410 -0.23656 -0.3 0.0 0.0 0.09
O 1.51449 0.35821 -0.26209 0.1 -0.1 0.2 -0.73
C -0.25581 -1.23280 0.06830 -0.1 0.1 -0.3 0.07
C -0.13262 -2.03080 -1.20572 0.0 -0.2 -0.2 -0.63
O 0.70187 -1.81402 0.95985 0.0 0.0 0.2 -0.73
H 0.90114 2.78281 0.52263 -0.1 0.0 0.0 0.22
H -0.53753 2.99993 -0.48599 0.1 -0.1 0.1 0.20
H -0.63243 3.31157 1.25450 0.1 -0.1 -0.1 0.21
H -0.26791 0.88969 1.75232 -0.1 0.1 0.0 0.20
H -1.64207 1.06593 0.65513 0.2 0.0 0.1 0.20
H -0.23238 0.49999 -1.25504 0.0 -0.2 0.2 0.17
H 1.81138 -0.30708 0.38196 0.2 0.2 -0.1 0.48
H -1.25316 -1.28280 0.53415 0.2 0.0 -0.2 0.17
H 0.76622 -1.66390 -1.71315 -0.2 -0.2 -0.1 0.23
H 0.05326 -3.09085 -0.93373 -0.6 0.3 -0.6 0.19
H -1.00374 -1.89668 -1.85244 0.2 -0.3 0.0 0.22
H 0.83928 -2.69672 0.57864 0.3 0.4 0.7 0.47
```
Forces are in eV/Å.

Its structure (SMILES) is CC[C@@H](O)[C@@H](C)O. The max |F| comes out at 0.9 eV/A. Its molecular weight is 104.1 g mol⁻¹. The HOMO energy comes out at -10.02 eV. Its HOMO-LUMO gap is 10.90 eV. The calculation puts the energy above the lowest of the compared OMol25 structures with the same formula, charge and spin at 18.92 kcal/mol. The spin multiplicity is 1.


Density functional theory data (ωB97M-V/def2-TZVPD) for a single C5H12O2 molecule.

Structure (XYZ):
```
19
Properties=species:S:1:pos:R:3:forces:R:3:nbo_charge:R:1
C -1.11338 -2.42271 0.69616 0.0 -0.1 0.1 -0.60
C -0.64103 -1.48609 -0.41118 0.0 0.0 -0.1 -0.41
C 0.18792 -0.29659 0.09759 -0.4 0.1 0.1 0.10
O 1.55181 -0.57355 -0.16000 0.2 0.1 0.0 -0.74
C -0.26030 1.01616 -0.54960 0.0 0.0 0.0 -0.44
C 0.44506 2.24484 -0.00107 -0.4 0.0 0.1 -0.06
O 1.82686 2.16880 -0.34599 0.2 0.2 0.1 -0.74
H -1.71410 -3.24331 0.29001 0.1 0.1 0.1 0.21
H -0.26374 -2.85561 1.23455 -0.1 0.1 -0.1 0.21
H -1.73293 -1.88531 1.42441 0.1 -0.1 -0.1 0.20
H -1.51047 -1.12136 -0.97341 0.1 0.0 0.1 0.19
H -0.00830 -2.02734 -1.12258 -0.1 0.1 0.1 0.22
H 0.03018 -0.19489 1.18942 0.0 0.0 -0.2 0.14
H 2.02006 0.27693 -0.15152 0.0 -0.2 0.0 0.49
H -1.33693 1.14308 -0.37766 0.1 0.0 0.0 0.21
H -0.10419 0.95273 -1.63418 0.0 0.0 0.1 0.22
H 0.32552 2.27828 1.09347 0.0 0.0 -0.2 0.16
H -0.00270 3.15820 -0.41806 0.1 -0.1 0.0 0.17
H 2.30064 2.86774 0.11965 0.0 -0.1 -0.1 0.48
```
Forces are in eV/Å.

Its structure (SMILES) is CC[C@@H](O)CCO. The max |F| comes out at 0.4 eV/A. Its molecular weight is 104.1 g mol⁻¹. The HOMO energy comes out at -9.79 eV. Its HOMO-LUMO gap is 10.54 eV. The calculation puts the energy above the lowest of the compared OMol25 structures with the same formula, charge and spin at 17.49 kcal/mol. The spin multiplicity is 1.


What is the spin multiplicity in the second record? 1